C10H11N4 | wB97M-V/def2-TZVPD

Calculated values
DFT total energy = -16497.1670 eV
Gap between HOMO and LUMO (alpha / beta) = 7.323 / 6.490 eV
Maximum force = 2.63 eV Å⁻¹

Geometry as ORCA input:
```
! wB97M-V def2-TZVPD RIJCOSX def2/J DEFGRID3
* xyz 1 1
C -3.045 -1.172 0.032
C -2.156 -2.235 -0.127
C -2.587 0.117 0.117
C -0.792 -2.001 -0.173
C -1.193 0.401 0.107
C -0.303 -0.709 -0.048
C 3.255 -1.098 0.386
C 2.947 1.121 -0.345
C 1.537 0.736 -0.483
C -1.286 2.820 0.032
N -0.693 1.595 0.353
N 1.074 -0.416 -0.158
N 3.726 0.044 0.207
N 1.957 -1.485 0.097
H -4.107 -1.365 0.071
H -2.527 -3.240 -0.242
H -3.270 0.936 0.281
H -0.135 -2.835 -0.372
H 3.889 -1.887 0.770
H 3.361 1.412 -1.320
H 3.038 1.999 0.307
H -2.102 2.759 -0.696
H -1.634 3.286 0.964
H -0.506 3.490 -0.347
H 1.552 -2.273 0.589
*
```